1.
ORCA calculation (ωB97M-V with the def2-TZVPD basis set) on a structure of composition C6H13NO.

energy above the lowest of the compared OMol25 structures with the same formula, charge and spin = 644.66 kJ/mol
electronic energy = -366.1884 Eh
orbital gap (alpha / beta) = 0.2561 / 0.2561 hartree
charge = 0
highest occupied orbital energy (alpha / beta) = -7.19 / -7.19 eV
LUMO energy (alpha / beta) = -0.224 / -0.224 eV

Geometry as XYZ:
```
21
C6H13NO (ωB97M-V with the def2-TZVPD basis set)
C -0.45 0.67 -0.25
C -1.43 -0.53 2.61
C 1.00 -1.35 0.07
C -1.25 0.19 -1.43
N 0.70 0.06 0.23
C 1.37 1.17 -0.51
C 1.86 1.15 -1.77
O -1.33 -0.21 1.27
H -0.75 1.63 0.18
H 1.88 1.80 0.21
H -2.40 -1.03 2.81
H -0.65 -1.26 2.90
H -1.41 0.33 3.30
H 0.53 -1.80 -0.81
H 0.62 -1.85 0.96
H 2.08 -1.48 0.02
H -1.52 1.02 -2.09
H -0.75 -0.57 -2.03
H -2.18 -0.27 -1.09
H 1.43 0.52 -2.53
H 2.67 1.81 -2.05
```

natural (NBO) atomic charge list, values in e, 8 entries: 0.356 -0.207 -0.409 -0.709 -0.397 -0.076 -0.352 -0.864


2.
ORCA calculation (ωB97M-V with the def2-TZVPD basis set) on a structure of composition C30H34F3IrN6O8S2.

energy above the lowest of the compared OMol25 structures with the same formula, charge and spin = 234.49 kJ/mol
electronic energy = -3294.2139 Eh
orbital gap (alpha / beta) = 0.2692 / 0.2101 hartree
charge = 0
multiplicity = 5
highest occupied orbital energy (alpha / beta) = -7.29 / -7.22 eV
LUMO energy (alpha / beta) = 0.039 / -1.503 eV

Geometry as XYZ:
```
84
C30H34F3IrN6O8S2 (ωB97M-V with the def2-TZVPD basis set)
Ir -0.27 0.19 0.12
C 1.45 -5.88 -0.21
O 2.74 -5.74 0.36
C 2.85 -5.04 1.51
C 1.77 -4.44 2.16
C 1.98 -3.72 3.33
C 3.26 -3.59 3.86
C 4.32 -4.23 3.23
C 4.13 -4.93 2.06
N 3.59 -2.96 5.12
N 3.01 -1.95 5.55
C 2.08 -1.26 4.72
C 0.80 -1.09 5.17
C -0.23 -0.63 4.33
C 0.04 -0.31 3.01
O -0.87 0.07 2.16
C 1.40 -0.37 2.58
N 1.64 0.03 1.30
C 2.87 0.16 0.87
C 3.97 -0.15 1.70
C 3.76 -0.66 2.94
C 2.44 -0.79 3.43
H 1.57 -6.51 -1.08
H 1.05 -4.91 -0.51
H 0.76 -6.35 0.50
H 0.77 -4.51 1.77
H 1.13 -3.27 3.81
H 5.31 -4.16 3.67
H 4.95 -5.42 1.55
H 0.57 -1.41 6.18
H -1.25 -0.56 4.68
H 3.01 0.48 -0.15
H 4.98 0.00 1.32
H 4.59 -0.94 3.58
O -0.17 2.33 0.79
N -1.40 2.81 0.73
C -1.84 3.56 1.76
C -3.10 4.10 1.74
C -3.93 3.84 0.65
C -3.47 3.04 -0.38
C -2.18 2.50 -0.34
S -1.50 1.47 -1.54
H -1.12 3.68 2.55
H -3.43 4.70 2.57
H -4.93 4.24 0.62
H -4.10 2.79 -1.22
C 0.10 -1.71 -2.75
N 0.51 -0.51 -3.48
C -0.09 -0.28 -4.78
C 0.81 0.64 -5.58
C 0.99 1.93 -4.81
N 1.36 1.67 -3.43
C 1.77 2.83 -2.66
C 1.09 0.50 -2.79
O 1.39 0.37 -1.58
H -0.94 -1.62 -2.42
H 0.75 -1.88 -1.90
H 0.17 -2.56 -3.43
H -1.09 0.15 -4.66
H -0.20 -1.25 -5.27
H 0.37 0.85 -6.56
H 1.77 0.16 -5.74
H 0.07 2.52 -4.83
H 1.78 2.54 -5.26
H 1.11 3.67 -2.91
H 2.80 3.11 -2.90
H 1.68 2.62 -1.60
C 4.41 -3.49 -1.79
C 3.70 -2.24 -1.31
O 2.54 -2.51 -0.54
H 5.23 -3.23 -2.46
H 3.72 -4.14 -2.33
H 4.82 -4.07 -0.96
H 3.35 -1.65 -2.16
H 4.40 -1.61 -0.74
H 2.79 -2.98 0.27
F -2.63 -3.03 -1.62
C -3.08 -3.17 -0.36
F -2.87 -4.43 0.01
F -4.39 -2.93 -0.37
S -2.22 -2.01 0.79
O -0.79 -2.26 0.53
O -2.74 -2.38 2.07
O -2.57 -0.69 0.26
```

Löwdin atomic charge list, values in e, 8 entries: 1.450 -0.065 -0.089 -0.308 0.003 0.003 -0.270 -0.025


3.
ORCA calculation (ωB97M-V with the def2-TZVPD basis set) on a structure of composition C24H22BIrN9.

electronic energy = -1549.1384 Eh
orbital gap (alpha / beta) = 0.2888 / 0.1634 hartree
charge = +2
multiplicity = 6
highest occupied orbital energy (alpha / beta) = -13.99 / -13.99 eV
LUMO energy (alpha / beta) = -6.133 / -9.543 eV

Geometry as XYZ:
```
57
C24H22BIrN9 (ωB97M-V with the def2-TZVPD basis set)
Ir -0.55 0.30 -0.64
C 3.73 0.38 -1.31
C 2.44 0.15 -1.75
N 1.56 0.53 -0.82
N 2.26 1.01 0.23
C 3.57 0.93 -0.05
B 1.54 1.52 1.51
N 0.44 2.55 1.08
C 0.23 3.77 1.58
C -0.90 4.31 0.98
C -1.34 3.34 0.11
N -0.53 2.27 0.17
N 0.79 0.31 2.16
C 0.92 -0.35 3.31
C -0.08 -1.29 3.43
C -0.82 -1.15 2.26
N -0.28 -0.20 1.49
N 2.50 2.23 2.42
C 2.69 2.29 3.77
C 3.59 3.29 4.03
C 3.90 3.81 2.76
N 3.25 3.19 1.81
H 4.65 0.20 -1.83
H 2.09 -0.24 -2.70
H 4.30 1.29 0.65
H 0.89 4.19 2.31
H -1.33 5.29 1.15
H -2.18 3.36 -0.56
H 1.73 -0.14 3.99
H -0.26 -1.97 4.24
H -1.72 -1.65 1.95
H 2.16 1.66 4.47
H 3.96 3.59 4.99
H 4.57 4.62 2.52
N -0.06 -2.46 -0.56
C -0.42 -3.00 -1.77
C 0.50 -3.77 -2.50
C 0.07 -4.47 -3.60
C -1.29 -4.41 -4.00
C -2.18 -3.62 -3.32
C -1.77 -2.82 -2.24
C -2.67 -1.79 -1.76
C -4.06 -2.05 -1.79
C -4.98 -1.03 -1.66
C -4.55 0.28 -1.63
C -3.18 0.57 -1.61
C -2.24 -0.45 -1.55
H 0.89 -2.66 -0.26
H -0.72 -2.60 0.20
H 1.52 -3.87 -2.15
H 0.76 -5.10 -4.14
H -1.62 -4.98 -4.86
H -3.19 -3.53 -3.69
H -4.40 -3.07 -1.90
H -6.04 -1.26 -1.65
H -5.27 1.09 -1.63
H -2.87 1.61 -1.65
```

natural (NBO) atomic charge list, values in e, 8 entries: 1.429 -0.324 -0.008 -0.407 -0.327 0.064 0.928 -0.325


4.
ORCA calculation (ωB97M-V with the def2-TZVPD basis set) on the molecule C4H6N2S.

energy above the lowest of the compared OMol25 structures with the same formula, charge and spin = 370.77 kJ/mol
electronic energy = -663.5873 Eh
orbital gap = 0.2934 hartree
charge = 0
highest occupied orbital energy = -8.55 eV
LUMO energy = -0.562 eV
SMILES = [H]/N=C\NC(=S)C=C

Geometry as XYZ:
```
13
C4H6N2S (ωB97M-V with the def2-TZVPD basis set)
H 1.25 1.35 -2.25
N 0.30 1.89 -2.14
C -0.29 1.78 -0.95
N -0.02 0.93 0.22
C 0.78 -0.28 0.07
S 1.98 -0.34 -1.08
C 0.40 -1.59 0.88
C -0.88 -1.53 1.31
H -1.27 2.22 -0.82
H -0.34 1.17 1.19
H 1.03 -2.38 1.01
H -1.35 -2.61 1.74
H -1.59 -0.60 0.82
```

natural (NBO) atomic charge list, values in e, 8 entries: 0.373 -0.637 0.246 -0.677 0.074 -0.040 -0.260 -0.381


5.
ORCA calculation (ωB97M-V with the def2-TZVPD basis set) on the ion C7H14BrN2 with charge +1.

energy above the lowest of the compared OMol25 structures with the same formula, charge and spin = 174.97 kJ/mol
electronic energy = -2958.3062 Eh
orbital gap = 0.3400 hartree
charge = +1
highest occupied orbital energy = -12.80 eV
LUMO energy = -3.550 eV
SMILES = CC(C)[N@@H+]1C=CN(C)[C@H]1Br

Geometry as XYZ:
```
24
C7H14BrN2 (ωB97M-V with the def2-TZVPD basis set)
C -2.27 1.31 -1.02
C -1.35 0.82 0.16
C -1.17 1.98 1.12
N -0.06 0.27 -0.51
C -0.27 -0.93 -1.24
C 0.67 -1.83 -0.85
N 1.29 -1.49 0.33
C 2.43 -2.20 0.79
C 1.07 -0.14 0.52
Br 2.83 0.81 -0.05
H -1.67 1.80 -1.72
H -2.90 0.60 -1.44
H -3.02 2.03 -0.51
H -1.91 -0.16 0.57
H -0.63 2.73 0.69
H -0.69 1.67 1.95
H -2.08 2.45 1.43
H 0.32 0.94 -1.08
H -1.02 -1.07 -1.85
H 0.92 -2.73 -1.32
H 3.27 -1.98 0.18
H 2.77 -1.98 1.77
H 2.35 -3.28 0.64
H 1.10 0.38 1.44
```

natural (NBO) atomic charge list, values in e, 8 entries: -0.625 -0.025 -0.634 -0.373 -0.167 0.083 -0.424 -0.426


6.
ORCA calculation (ωB97M-V with the def2-TZVPD basis set) on the molecule C6H9ClS.

energy above the lowest of the compared OMol25 structures with the same formula, charge and spin = 100.58 kJ/mol
electronic energy = -1092.3404 Eh
orbital gap = 0.2966 hartree
charge = 0
highest occupied orbital energy = -8.86 eV
LUMO energy = -0.789 eV
SMILES = C=C(CCl)C(=S)CC

Geometry as XYZ:
```
17
C6H9ClS (ωB97M-V with the def2-TZVPD basis set)
C -1.84 -0.91 -0.57
C -0.69 -0.21 -0.52
C 0.05 -0.04 -1.87
Cl 1.45 -1.11 -2.17
C -0.14 0.32 0.75
S 0.87 1.62 0.84
C -0.46 -0.37 2.01
C -1.59 0.35 2.79
H -2.45 -1.07 0.32
H -2.25 -1.16 -1.62
H -0.59 -0.29 -2.66
H 0.51 0.88 -1.88
H -0.78 -1.40 1.89
H 0.47 -0.34 2.57
H -2.56 0.42 2.32
H -1.18 1.23 3.12
H -1.71 -0.16 3.74
```

natural (NBO) atomic charge list, values in e, 8 entries: -0.313 -0.112 -0.372 -0.072 -0.043 0.025 -0.489 -0.590


7.
ORCA calculation (ωB97M-V with the def2-TZVPD basis set) on a structure of composition C33H23Cl3N8O3RbS.

energy above the lowest of the compared OMol25 structures with the same formula, charge and spin = 79.01 kJ/mol
electronic energy = -3737.9784 Eh
orbital gap = 0.2450 hartree
charge = -1
highest occupied orbital energy = -4.67 eV
LUMO energy = 1.994 eV

Geometry as XYZ:
```
72
C33H23Cl3N8O3RbS (ωB97M-V with the def2-TZVPD basis set)
Rb -0.31 1.25 -0.21
N -1.15 -1.85 3.38
C -0.57 -1.04 2.46
N 0.53 -1.32 1.84
C 1.21 -2.50 2.16
N 2.37 -2.81 1.69
N 2.88 -2.03 0.65
C 3.07 -0.79 0.80
C 3.57 -0.01 -0.36
C 4.55 -0.51 -1.22
C 4.87 0.22 -2.35
C 4.21 1.42 -2.60
C 3.25 1.84 -1.69
N 2.95 1.15 -0.58
C 0.55 -3.48 3.06
C 1.07 -4.75 3.30
C 0.42 -5.64 4.13
C -0.79 -5.27 4.73
C -1.33 -4.02 4.49
C -0.65 -3.12 3.66
H -2.00 -1.55 3.82
H -1.06 -0.08 2.28
H 2.83 -0.25 1.72
H 5.01 -1.46 -0.99
H 5.64 -0.13 -3.03
H 4.41 2.00 -3.48
H 2.68 2.75 -1.86
H 2.00 -5.02 2.81
H 0.83 -6.63 4.31
H -1.32 -5.96 5.38
H -2.27 -3.72 4.94
O 0.19 0.44 -2.54
N 0.29 1.28 -3.44
N 0.12 2.52 -3.10
O -0.14 2.95 -1.88
C 0.22 3.49 -4.18
C 0.07 4.83 -3.84
C 0.15 5.81 -4.83
C 0.39 5.46 -6.15
C 0.54 4.12 -6.48
C 0.45 3.13 -5.51
H -0.12 5.07 -2.80
H 0.03 6.85 -4.55
H 0.46 6.23 -6.92
H 0.72 3.83 -7.51
H 0.57 2.09 -5.76
Cl -4.77 6.50 2.20
C -3.67 5.13 2.13
C -4.08 3.94 1.57
C -3.20 2.87 1.53
Cl -3.72 1.37 0.79
C -1.87 2.90 2.05
O -1.09 1.90 2.04
C -1.52 4.18 2.58
Cl 0.10 4.37 3.21
C -2.38 5.26 2.63
H -5.08 3.84 1.16
H -2.05 6.20 3.06
S -3.64 -3.70 1.13
C -3.41 -2.08 0.51
N -2.29 -1.85 -0.08
C -1.50 -3.01 -0.09
C -0.23 -3.09 -0.67
C 0.45 -4.28 -0.58
C -0.11 -5.39 0.07
C -1.37 -5.33 0.64
C -2.06 -4.12 0.55
H -4.19 -1.33 0.66
H 0.19 -2.21 -1.15
H 1.45 -4.35 -1.00
H 0.46 -6.32 0.13
H -1.80 -6.18 1.15
```

natural (NBO) atomic charge list, values in e, 8 entries: 0.930 -0.577 0.313 -0.559 0.348 -0.332 -0.247 0.073